Entry 1:
Formula: C22H21AuN5O2
Source: the OMol25 dataset
Level of theory: ωB97M-V/def2-TZVPD

Values from the calculation:
Gap between HOMO and LUMO: 6.3 eV
Energy: -1410.91989 hartree
HOMO level: -3.3 eV

The geometry in ORCA input format:
```
! RIJCOSX wB97M-V def2-TZVPD def2/J DEFGRID3
* xyz -1 1
Au -0.65278 1.07944 0.24246
C 7.05457 0.33822 1.11336
C 5.57057 0.17986 1.31503
C 5.03743 -0.42806 2.45569
C 3.67551 -0.57441 2.62691
C 2.73255 -0.09865 1.68225
N 1.39475 -0.17864 1.79081
C 0.76235 -0.13816 2.97289
C 1.20267 0.55148 4.13415
C 0.48225 0.56797 5.30666
C -0.75450 -0.07831 5.42274
C -1.55501 -0.04128 6.69782
C -1.23190 -0.71249 4.28929
C -0.50530 -0.74088 3.10787
N -1.06335 -1.44655 1.99982
C -1.73298 -2.61034 2.06140
C -2.17633 -2.91572 0.79553
C -1.71708 -1.85677 0.00629
N -1.04780 -0.97834 0.73818
C 3.29445 0.45116 0.51808
C 4.66207 0.59228 0.34954
N 2.42414 0.89751 -0.52067
C 2.45780 2.10046 -1.13573
C 1.56995 2.04955 -2.18104
C 1.05510 0.74100 -2.12569
N 1.57934 0.04668 -1.12868
H 7.58685 0.23769 2.06050
H 7.29833 1.31784 0.69734
H 7.45776 -0.41434 0.42967
H 5.70831 -0.79800 3.22520
H 3.29566 -1.05088 3.52284
H 2.14448 1.08156 4.06960
H 0.87295 1.11776 6.15758
H -0.90912 0.15125 7.55586
H -2.06721 -0.98935 6.87394
H -2.31736 0.74277 6.68072
H -2.21441 -1.17520 4.31334
H -1.80427 -3.15641 2.98549
H -2.73795 -3.78007 0.49063
H -1.81959 -1.69076 -1.05221
H 5.02035 1.02199 -0.58159
H 3.06019 2.90376 -0.74674
H 1.31131 2.84190 -2.86053
H 0.30082 0.28770 -2.74891
C -0.40607 5.10447 1.23980
O -0.51283 3.68651 1.21390
C -0.54607 3.07625 -0.04029
O -0.51767 3.76212 -1.03435
H -1.01848 5.46120 2.06818
H -0.74350 5.54423 0.30312
H 0.63340 5.39499 1.41238
*
```



Entry 2:
Formula: C22H21Br3IrN5O3P
Source: the OMol25 dataset
Level of theory: ωB97M-V/def2-TZVPD

Values from the calculation:
Gap between HOMO and LUMO (spin up / spin down): 6.4 / 4.6 eV
Energy: -9517.63884 hartree
HOMO level (spin up / spin down): -13.9 / -13.9 eV

The geometry in ORCA input format:
```
! RIJCOSX wB97M-V def2-TZVPD def2/J DEFGRID3
* xyz 2 2
Ir -0.64230 0.55922 0.51925
C -1.79638 -0.96282 -2.06623
C -1.60648 -1.85281 -0.88426
C -1.94183 -3.21889 -0.92830
C -1.79863 -4.03031 0.17000
C -1.30384 -3.48121 1.36821
C -1.10049 -4.18494 2.61031
Br -1.52151 -5.98364 2.72661
C -0.59265 -3.53998 3.73368
C -0.26264 -2.19341 3.70560
Br 0.42984 -1.32659 5.18428
C -0.45748 -1.44860 2.50787
O -0.18879 -0.21139 2.37262
C -0.97896 -2.13479 1.35343
N -1.11753 -1.34723 0.24992
H -2.16669 -1.53236 -2.91413
H -0.86030 -0.47820 -2.35066
H -2.51469 -0.17518 -1.83632
H -2.32878 -3.61765 -1.85512
H -2.06677 -5.07688 0.11777
H -0.45134 -4.10085 4.64745
C 4.07230 -1.20084 -1.00863
N 3.87740 -1.10705 0.43968
C 4.52242 0.11599 0.93075
N 4.04753 1.32278 0.25458
C 4.23280 1.17365 -1.18885
N 3.58390 -0.02431 -1.72603
C 2.13286 0.06840 -1.68571
P 1.58031 0.23987 0.06062
C 2.47499 -1.18243 0.81945
C 2.66277 1.62195 0.59842
H 3.57279 -2.09433 -1.38713
H 5.14029 -1.30087 -1.19966
H 5.59360 0.02078 0.75634
H 4.35652 0.20710 2.00494
H 5.30060 1.09849 -1.39188
H 3.84803 2.05584 -1.70143
H 1.70140 -0.82701 -2.14190
H 1.79374 0.93405 -2.26073
H 2.05511 -2.13274 0.47641
H 2.39169 -1.14153 1.90844
H 2.57571 1.77332 1.67731
H 2.35386 2.54863 0.10758
Br -6.85982 4.89710 -0.04196
C -5.18433 4.46918 -0.76657
C -4.69091 5.19123 -1.85921
N -3.51615 4.94075 -2.42075
C -2.76977 3.96593 -1.93136
C -3.18311 3.19489 -0.84328
C -4.41875 3.45283 -0.24462
C -2.34209 2.13311 -0.33769
O -1.14279 1.90481 -0.86037
O -2.64632 1.37003 0.62547
H -5.27585 5.99826 -2.28434
H -1.81700 3.78067 -2.41196
H -4.75551 2.86997 0.60210
*
```



Entry 3:
Formula: C22H21FN2PtSSi
Source: the OMol25 dataset
Level of theory: ωB97M-V/def2-TZVPD

Values from the calculation:
Gap between HOMO and LUMO (spin up / spin down): 4.0 / 4.0 eV
Energy: -1866.74992 hartree
HOMO level (spin up / spin down): -13.9 / -13.9 eV

The geometry in ORCA input format:
```
! RIJCOSX wB97M-V def2-TZVPD def2/J DEFGRID3
* xyz 2 1
Pt -0.29168 0.26995 -0.54895
S -4.62307 0.02122 -1.47857
C -3.80201 -0.26234 -2.98800
C -4.35455 -0.53638 -4.23649
C -3.48924 -0.75247 -5.28831
C -2.09977 -0.69714 -5.11032
C -1.55213 -0.42397 -3.87597
C -2.41992 -0.20570 -2.80865
N -2.07027 0.06592 -1.49077
C -3.11584 0.19026 -0.70368
C -2.84024 0.40862 0.70565
C -3.77789 0.49790 1.72647
C -3.35022 0.65140 3.03690
C -1.99509 0.73042 3.32559
C -1.04420 0.65549 2.30761
C -1.47436 0.49852 1.00499
H -5.42580 -0.58017 -4.37627
H -3.88867 -0.97506 -6.26780
H -1.45071 -0.87240 -5.95697
H -0.47884 -0.38564 -3.73137
H -4.83580 0.45797 1.49670
H -4.07559 0.71202 3.83588
H -1.66960 0.84937 4.35053
H 0.00909 0.72814 2.54638
C 1.75546 2.57464 -0.98463
Si 2.66841 1.49780 0.20885
C 4.29446 0.95209 -0.48381
C 2.71831 2.27595 1.88991
N 1.55353 -0.05679 0.38822
C 1.84928 -1.10204 1.08307
C 3.10144 -1.18935 1.84759
C 3.36990 -2.23668 2.65147
C 2.44724 -3.31693 2.73128
C 1.26694 -3.35089 2.00471
C 0.96007 -2.28523 1.20147
F -0.12266 -2.33096 0.49460
H 2.39416 3.41523 -1.28053
H 0.87273 3.02864 -0.53040
H 1.48860 2.08388 -1.92603
H 4.92548 1.83357 -0.61722
H 4.17377 0.47801 -1.45952
H 4.84050 0.25924 0.15670
H 3.43252 3.10247 1.85019
H 3.04016 1.60605 2.68833
H 1.74836 2.69227 2.16355
H 3.79022 -0.36206 1.77463
H 4.27883 -2.26775 3.23562
H 2.67856 -4.15414 3.38003
H 0.59012 -4.19295 2.05734
*
```



Entry 4:
Formula: C22H21IrN4O2S2
Source: the OMol25 dataset
Level of theory: ωB97M-V/def2-TZVPD

Values from the calculation:
Gap between HOMO and LUMO (spin up / spin down): 6.0 / 6.0 eV
Energy: -2120.48471 hartree
HOMO level (spin up / spin down): -14.6 / -14.6 eV

The geometry in ORCA input format:
```
! RIJCOSX wB97M-V def2-TZVPD def2/J DEFGRID3
* xyz 2 1
Ir -0.48307 -1.77945 -0.08269
O 1.89473 -1.88275 -0.52219
C 2.54233 -2.95105 0.15391
C 1.58123 -4.09765 0.30031
C 2.01563 -5.41635 0.24691
C 1.10293 -6.43755 0.44961
C -0.21697 -6.10785 0.72571
C -0.57897 -4.77355 0.75111
N 0.29573 -3.79255 0.52281
H 2.36773 -1.06155 -0.35229
H 2.86153 -2.64035 1.15791
H 3.43203 -3.25755 -0.40839
H 3.05333 -5.62985 0.04281
H 1.40883 -7.47235 0.38991
H -0.95597 -6.86965 0.90891
H -1.60087 -4.48635 0.96521
N -3.14247 -0.68015 1.56491
C -4.22467 0.07705 1.34841
C -4.09077 0.63245 0.08931
C -2.88387 0.13775 -0.39099
N -2.31577 -0.66265 0.51371
H -2.92997 -1.21985 2.39401
H -5.00937 0.17315 2.07231
H -4.76937 1.28655 -0.42069
H -2.42267 0.32075 -1.34359
S -1.33487 -2.40645 -2.30899
C -2.56187 -3.05305 -1.39529
N -3.42447 -3.49815 -0.76959
O 0.34253 0.35405 -0.02279
S 0.18233 1.43995 -1.06439
C -0.71067 2.76365 -0.21099
C -0.93517 2.69425 1.15051
C -1.55577 3.76055 1.77871
C -1.94027 4.87345 1.04461
C -1.72417 4.91725 -0.32499
C -1.11637 3.85155 -0.96519
C 1.81023 2.22075 -1.03949
C 2.26703 2.85235 -2.18279
C 3.50933 3.46415 -2.14799
C 4.27213 3.42375 -0.99009
C 3.80373 2.76815 0.14081
C 2.56443 2.15355 0.11891
H -0.61617 1.82625 1.70551
H -1.72407 3.72165 2.84281
H -2.40987 5.70805 1.54241
H -2.03297 5.77535 -0.89899
H -0.95047 3.87845 -2.02989
H 1.66743 2.86345 -3.07869
H 3.87293 3.96645 -3.02869
H 5.24313 3.89395 -0.97239
H 4.39483 2.73675 1.04301
H 2.17563 1.64105 0.98681
*
```